P.
ORCA calculation (ωB97M-V/def2-TZVPD) on 2 unconnected molecules or ions with the total composition C2H6O.

Computed properties:
Frontier orbital gap in eV: 11.4
HOMO energy in eV: -10.51
SMILES: C=C.O

Bonds (Å) are listed after each position.
Geometry (Å):
1 C -0.664 -0.836 1.018  C2 1.327, H3 1.081, H4 1.070
2 C 0.391 -1.575 0.699  C1 1.327, H5 1.078, H6 1.100
3 H -0.656 0.226 0.824  C1 1.081
4 H -1.441 -1.405 1.485  C1 1.070
5 H 1.257 -1.242 0.151  C2 1.078
6 H 0.242 -2.652 0.534  C2 1.100
7 H 0.189 1.085 -1.619  O9 0.984
8 H 0.588 1.765 -0.540  O9 0.977
9 O 0.190 2.042 -1.388  H7 0.984, H8 0.977



Q.
ORCA calculation (ωB97M-V/def2-TZVPD) on a single C2H6O molecule.

Computed properties:
Frontier orbital gap in eV: 11.0
HOMO energy in eV: -9.98
SMILES: CCO

Bonds (Å) are listed after each position.
Geometry (Å):
1 C 0.171 -0.666 0.091  O2 1.358, C3 1.574, H4 1.047, H5 1.014
2 O -0.012 -0.869 -1.239  C1 1.358, H6 0.987
3 C -0.390 0.766 0.429  C1 1.574, H7 1.153, H8 1.077, H9 1.073
4 H -0.384 -1.388 0.608  C1 1.047
5 H 1.151 -0.694 0.345  C1 1.014
6 H 0.787 -0.644 -1.773  O2 0.987
7 H 0.247 1.689 0.160  C3 1.153
8 H -1.304 0.941 -0.113  C3 1.077
9 H -0.266 0.866 1.491  C3 1.073



Last place for stability: P



P.
ORCA calculation (ωB97M-V/def2-TZVPD) on 10 unconnected molecules or ions with the total composition C23H49Br14N3O3.

Computed properties:
Frontier orbital gap in eV: 9.3
HOMO energy in eV: -9.41
SMILES: CN(C)C=O.CN(C)C=O.CN(C)C=O.BrCCBr.BrCCBr.BrCCBr.BrCCBr.BrCCBr.BrCCBr.BrCCBr

Bonds (Å) are listed after each position.
Geometry (Å):
1 Br 2.628 7.383 -4.456  C2 1.963
2 C 0.822 6.747 -4.025  Br1 1.963, C3 1.583, H5 1.090, H6 1.090
3 C 0.868 5.744 -2.801  C2 1.583, Br4 1.998, H7 1.090, H8 1.090
4 Br 1.141 6.683 -1.058  C3 1.998
5 H 0.343 6.378 -4.932  C2 1.090
6 H 0.221 7.600 -3.710  C2 1.090
7 H 1.749 5.103 -2.836  C3 1.090
8 H -0.112 5.285 -2.668  C3 1.090
9 Br -4.988 3.635 5.511  C10 1.998
10 C -3.065 3.732 4.978  Br9 1.998, C11 1.526, H13 1.090, H14 1.090
11 C -2.879 4.903 4.017  C10 1.526, Br12 2.000, H15 1.090, H16 1.090
12 Br -3.004 6.710 4.864  C11 2.000
13 H -2.722 2.771 4.596  C10 1.090
14 H -2.410 4.004 5.806  C10 1.090
15 H -3.682 4.808 3.286  C11 1.090
16 H -1.912 4.797 3.525  C11 1.090
17 Br 1.911 1.031 7.474  C18 1.995
18 C 1.289 0.538 9.305  Br17 1.995, C19 1.574, H21 1.090, H22 1.090
19 C 1.590 -0.955 9.702  C18 1.574, Br20 1.941, H23 1.090, H24 1.090
20 Br 0.596 -2.133 8.523  C19 1.941
21 H 0.240 0.804 9.171  C18 1.090
22 H 1.632 1.275 10.031  C18 1.090
23 H 1.075 -1.178 10.637  C19 1.090
24 H 2.645 -1.214 9.783  C19 1.090
25 Br -3.497 -2.605 -7.425  C26 1.994
26 C -3.496 -3.081 -5.489  Br25 1.994, C27 1.556, H29 1.090, H30 1.090
27 C -3.014 -4.553 -5.346  C26 1.556, Br28 2.020, H31 1.090, H32 1.090
28 Br -2.548 -4.931 -3.417  C27 2.020
29 H -4.523 -3.101 -5.123  C26 1.090
30 H -2.966 -2.309 -4.931  C26 1.090
31 H -2.238 -4.792 -6.073  C27 1.090
32 H -3.843 -5.230 -5.555  C27 1.090
33 Br -4.753 -2.312 3.978  C34 1.960
34 C -4.638 -4.215 4.434  Br33 1.960, C35 1.554, H37 1.090, H38 1.090
35 C -3.132 -4.587 4.537  C34 1.554, Br36 1.970, H39 1.090, H40 1.090
36 Br -2.963 -6.327 5.447  C35 1.970
37 H -5.164 -4.813 3.690  C34 1.090
38 H -5.010 -4.381 5.445  C34 1.090
39 H -2.514 -3.831 5.021  C35 1.090
40 H -2.688 -4.622 3.542  C35 1.090
41 Br -4.161 5.488 -5.128  C42 1.981
42 C -5.181 4.119 -4.124  Br41 1.981, C43 1.554, H45 1.090, H46 1.090
43 C -4.780 2.675 -4.536  C42 1.554, Br44 2.007, H47 1.090, H48 1.090
44 Br -5.973 1.334 -3.638  C43 2.007
45 H -6.236 4.337 -4.288  C42 1.090
46 H -4.938 4.345 -3.085  C42 1.090
47 H -3.774 2.414 -4.208  C43 1.090
48 H -4.942 2.473 -5.595  C43 1.090
49 Br 6.195 4.676 -0.099  C50 1.979
50 C 6.119 4.200 1.820  Br49 1.979, C51 1.526, H53 1.090, H54 1.090
51 C 7.436 4.664 2.436  C50 1.526, Br52 1.930, H55 1.090, H56 1.090
52 Br 7.509 4.289 4.328  C51 1.930
53 H 6.042 3.118 1.933  C50 1.090
54 H 5.214 4.576 2.296  C50 1.090
55 H 7.519 5.750 2.402  C51 1.090
56 H 8.309 4.115 2.083  C51 1.090
57 C 0.736 0.115 -5.804  O58 1.225, N59 1.304, H62 1.101
58 O 0.365 1.078 -5.144  C57 1.225
59 N 1.425 -0.897 -5.355  C57 1.304, C60 1.474, C61 1.483
60 C 1.673 -2.099 -6.173  N59 1.474, H63 1.090, H64 1.090, H65 1.090
61 C 1.889 -0.903 -3.947  N59 1.483, H66 1.090, H67 1.090, H68 1.090
62 H 0.443 -0.018 -6.857  C57 1.101
63 H 1.139 -2.923 -5.698  C60 1.090
64 H 2.748 -2.236 -6.285  C60 1.090
65 H 1.360 -1.997 -7.212  C60 1.090
66 H 1.298 -1.603 -3.357  C61 1.090
67 H 2.931 -1.223 -3.928  C61 1.090
68 H 1.861 0.094 -3.506  C61 1.090
69 C -1.671 0.568 0.345  O70 1.254, N71 1.320, H74 1.101
70 O -2.033 1.767 0.315  C69 1.254
71 N -0.437 0.196 0.634  C69 1.320, C72 1.514, C73 1.482
72 C -0.237 -1.299 0.761  N71 1.514, H75 1.090, H76 1.090, H77 1.090
73 C 0.585 1.106 1.202  N71 1.482, H78 1.090, H79 1.090, H80 1.090
74 H -2.281 -0.345 0.272  C69 1.101
75 H 0.795 -1.569 0.536  C72 1.090
76 H -0.883 -1.828 0.060  C72 1.090
77 H -0.446 -1.615 1.783  C72 1.090
78 H 1.391 0.910 0.496  C73 1.090
79 H 0.340 2.155 1.035  C73 1.090
80 H 0.878 1.039 2.250  C73 1.090
81 C 1.929 -6.072 0.631  O82 1.201, N83 1.378, H86 1.101
82 O 1.929 -5.427 1.643  C81 1.201
83 N 2.815 -5.835 -0.398  C81 1.378, C84 1.478, C85 1.455
84 C 2.596 -6.559 -1.668  N83 1.478, H87 1.090, H88 1.090, H89 1.090
85 C 3.945 -4.925 -0.281  N83 1.455, H90 1.090, H91 1.090, H92 1.090
86 H 1.207 -6.852 0.343  C81 1.101
87 H 2.424 -5.806 -2.436  C84 1.090
88 H 1.711 -7.194 -1.625  C84 1.090
89 H 3.518 -7.108 -1.862  C84 1.090
90 H 3.947 -4.236 -1.125  C85 1.090
91 H 3.869 -4.333 0.631  C85 1.090
92 H 4.894 -5.459 -0.329  C85 1.090



Q.
ORCA calculation (ωB97M-V/def2-TZVPD) on 10 unconnected molecules or ions with the total composition C23H49Br14N3O3.

Computed properties:
Frontier orbital gap in eV: 9.6
HOMO energy in eV: -9.37
SMILES: CN(C)C=O.CN(C)C=O.CN(C)C=O.BrCCBr.BrCCBr.BrCCBr.BrCCBr.BrCCBr.BrCCBr.BrCCBr

Bonds (Å) are listed after each position.
Geometry (Å):
1 Br -6.283 18.609 -10.822  C2 1.952
2 C -6.322 17.022 -11.959  Br1 1.952, C3 1.521, H5 1.093, H6 1.089
3 C -5.625 15.773 -11.440  C2 1.521, Br4 1.957, H7 1.084, H8 1.096
4 Br -3.889 16.154 -10.622  C3 1.957
5 H -5.916 17.350 -12.919  C2 1.093
6 H -7.373 16.849 -12.184  C2 1.089
7 H -5.624 14.910 -12.097  C3 1.084
8 H -6.312 15.520 -10.625  C3 1.096
9 Br -3.879 14.435 -5.549  C10 1.965
10 C -4.300 16.187 -6.334  Br9 1.965, C11 1.519, H13 1.092, H14 1.083
11 C -5.648 16.313 -7.022  C10 1.519, Br12 1.976, H15 1.082, H16 1.086
12 Br -6.985 16.871 -5.677  C11 1.976
13 H -3.549 16.235 -7.125  C10 1.092
14 H -4.020 16.907 -5.575  C10 1.083
15 H -5.963 15.381 -7.472  C11 1.082
16 H -5.549 17.175 -7.676  C11 1.086
17 Br -4.576 19.691 -4.218  C18 1.942
18 C -2.763 20.063 -3.631  Br17 1.942, C19 1.522, H21 1.084, H22 1.088
19 C -1.760 19.579 -4.669  C18 1.522, Br20 1.980, H23 1.088, H24 1.086
20 Br -1.429 17.648 -4.386  C19 1.980
21 H -2.585 19.580 -2.677  C18 1.084
22 H -2.644 21.139 -3.516  C18 1.088
23 H -0.769 20.023 -4.608  C19 1.088
24 H -2.046 19.679 -5.712  C19 1.086
25 Br 5.379 22.008 -6.416  C26 1.990
26 C 4.009 20.824 -7.243  Br25 1.990, C27 1.506, H29 1.084, H30 1.084
27 C 4.257 20.740 -8.726  C26 1.506, Br28 1.987, H31 1.081, H32 1.085
28 Br 2.615 19.981 -9.546  C27 1.987
29 H 3.058 21.301 -7.037  C26 1.084
30 H 4.116 19.859 -6.761  C26 1.084
31 H 5.021 20.043 -9.041  C27 1.081
32 H 4.323 21.743 -9.136  C27 1.085
33 Br 0.277 19.104 -12.030  C34 1.950
34 C -1.181 18.537 -10.867  Br33 1.950, C35 1.512, H37 1.082, H38 1.086
35 C -0.730 18.603 -9.425  C34 1.512, Br36 1.973, H39 1.085, H40 1.087
36 Br -2.317 18.448 -8.262  C35 1.973
37 H -1.624 17.597 -11.168  C34 1.082
38 H -1.872 19.345 -11.091  C34 1.086
39 H -0.250 19.536 -9.150  C35 1.085
40 H -0.062 17.774 -9.205  C35 1.087
41 Br 0.163 14.992 -11.349  C42 1.974
42 C -0.147 14.622 -13.263  Br41 1.974, C43 1.529, H45 1.084, H46 1.086
43 C -1.085 15.699 -13.808  C42 1.529, Br44 1.974, H47 1.088, H48 1.087
44 Br -1.157 15.490 -15.770  C43 1.974
45 H -0.549 13.621 -13.376  C42 1.084
46 H 0.808 14.704 -13.772  C42 1.086
47 H -0.673 16.676 -13.565  C43 1.088
48 H -2.058 15.604 -13.331  C43 1.087
49 Br -3.308 19.492 -13.567  C50 1.963
50 C -3.241 21.315 -14.293  Br49 1.963, C51 1.515, H53 1.084, H54 1.084
51 C -4.645 21.881 -14.356  C50 1.515, Br52 1.978, H55 1.087, H56 1.085
52 Br -5.837 20.873 -15.570  C51 1.978
53 H -2.861 21.170 -15.298  C50 1.084
54 H -2.607 21.882 -13.621  C50 1.084
55 H -4.635 22.867 -14.816  C51 1.087
56 H -5.135 21.916 -13.388  C51 1.085
57 C 0.114 21.587 -17.078  O58 1.224, N59 1.337, H62 1.105
58 O -0.801 22.256 -16.617  C57 1.224
59 N 0.432 20.360 -16.653  C57 1.337, C60 1.460, C61 1.454
60 C 1.561 19.592 -17.170  N59 1.460, H63 1.094, H64 1.090, H65 1.086
61 C -0.142 19.763 -15.457  N59 1.454, H66 1.082, H67 1.091, H68 1.090
62 H 0.783 21.906 -17.896  C57 1.105
63 H 2.442 19.770 -16.547  C60 1.094
64 H 1.833 19.959 -18.160  C60 1.090
65 H 1.302 18.537 -17.179  C60 1.086
66 H -0.868 20.452 -15.045  C61 1.082
67 H -0.622 18.796 -15.613  C61 1.091
68 H 0.652 19.615 -14.726  C61 1.090
69 C -2.255 24.483 -12.203  O70 1.219, N71 1.348, H74 1.101
70 O -1.067 24.254 -12.054  C69 1.219
71 N -3.249 23.729 -11.694  C69 1.348, C72 1.436, C73 1.461
72 C -4.537 24.297 -11.411  N71 1.436, H75 1.094, H76 1.094, H77 1.095
73 C -2.914 22.530 -10.930  N71 1.461, H78 1.090, H79 1.092, H80 1.088
74 H -2.601 25.309 -12.844  C69 1.101
75 H -4.678 24.714 -10.410  C72 1.094
76 H -5.376 23.616 -11.578  C72 1.094
77 H -4.783 25.123 -12.086  C72 1.095
78 H -3.096 22.573 -9.856  C73 1.090
79 H -3.472 21.705 -11.377  C73 1.092
80 H -1.857 22.289 -11.025  C73 1.088
81 C 0.624 22.736 -6.753  O82 1.222, N83 1.354, H86 1.099
82 O 0.409 21.616 -7.190  C81 1.222
83 N 1.036 23.786 -7.503  C81 1.354, C84 1.455, C85 1.430
84 C 0.890 25.116 -6.931  N83 1.455, H87 1.095, H88 1.084, H89 1.095
85 C 1.383 23.682 -8.886  N83 1.430, H90 1.092, H91 1.091, H92 1.095
86 H 0.382 23.008 -5.716  C81 1.099
87 H 1.839 25.661 -6.932  C84 1.095
88 H 0.475 25.083 -5.930  C84 1.084
89 H 0.257 25.750 -7.560  C84 1.095
90 H 1.680 22.666 -9.153  C85 1.092
91 H 0.600 23.983 -9.584  C85 1.091
92 H 2.317 24.207 -9.112  C85 1.095



Last place for stability: P



P.
ORCA calculation (ωB97M-V/def2-TZVPD) on a gas-phase ion, C4H9N4 (charge +1).

Computed properties:
Frontier orbital gap in eV: 9.0
HOMO energy in eV: -13.75
SMILES: C#[N+]N(C)/N=N/CC
Total charge: +1

Bonds (Å) are listed after each position.
Geometry (Å):
1 C 1.416 -2.988 -1.177  N5 1.129, H9 1.053
2 C 0.111 2.011 0.948  C4 1.592, H10 1.124, H11 1.160, H12 1.098
3 C -1.636 -1.316 -1.718  N7 1.520, H13 1.123, H14 1.100, H15 1.137
4 C 1.218 0.901 1.227  C2 1.592, N8 1.431, H16 1.042, H17 1.154
5 N 0.533 -2.299 -1.319  C1 1.129, N7 1.280
6 N -0.042 -0.466 -0.090  N7 1.319, N8 1.277
7 N -0.269 -1.337 -1.053  C3 1.520, N5 1.280, N6 1.319
8 N 1.025 -0.372 0.604  C4 1.431, N6 1.277
9 H 2.263 -3.612 -1.214  C1 1.053
10 H -0.042 1.939 -0.164  C2 1.124
11 H 0.542 3.072 1.130  C2 1.160
12 H -0.832 1.876 1.493  C2 1.098
13 H -2.120 -0.315 -1.874  C3 1.123
14 H -1.486 -1.803 -2.693  C3 1.100
15 H -2.203 -1.787 -0.853  C3 1.137
16 H 1.453 0.820 2.239  C4 1.042
17 H 2.256 1.247 0.862  C4 1.154



Q.
ORCA calculation (ωB97M-V/def2-TZVPD) on a gas-phase ion, C4H9N4 (charge +1).

Computed properties:
Frontier orbital gap in eV: 9.4
HOMO energy in eV: -13.63
SMILES: CNC[n+]1ccn[nH]1
Total charge: +1

Bonds (Å) are listed after each position.
Geometry (Å):
1 C -2.440 0.118 -0.726  C2 1.409, N5 1.334, H9 1.021
2 C -1.394 0.984 -0.350  C1 1.409, N7 1.346, H10 1.035
3 C 2.016 -0.354 -1.002  N8 1.460, H11 1.091, H12 1.179, H13 1.130
4 C 0.705 0.479 1.104  N7 1.582, N8 1.369, H14 1.126, H15 1.125
5 N -2.400 -0.949 0.073  C1 1.334, N6 1.283
6 N -1.494 -0.762 0.963  N5 1.283, N7 1.327, H17 0.997
7 N -0.813 0.341 0.680  C2 1.346, C4 1.582, N6 1.327
8 N 1.432 -0.390 0.336  C3 1.460, C4 1.369, H16 1.024
9 H -2.865 0.175 -1.652  C1 1.021
10 H -1.024 1.902 -0.654  C2 1.035
11 H 1.659 -1.061 -1.753  C3 1.091
12 H 1.627 0.664 -1.452  C3 1.179
13 H 3.138 -0.496 -0.988  C3 1.130
14 H 0.915 1.531 0.762  C4 1.126
15 H 1.001 0.463 2.188  C4 1.125
16 H 1.436 -1.361 0.659  N8 1.024
17 H -1.498 -1.285 1.812  N6 0.997



Last place for stability: P